The following is a quantum chemistry calculation of the ion C4H6N3 with charge +1, from the OMol25 dataset.

Cartesian coordinates (Å):
1 C -2.1062 -1.6159 0.2905
2 C -1.9644 0.7036 -0.4244
3 C 1.2495 0.4977 0.7655
4 C 2.0713 -0.1126 -0.3696
5 N -0.8114 1.3530 -0.1659
6 N 0.1398 0.8987 0.4861
7 N -2.1282 -0.4976 -0.0669
8 H -2.4522 -2.3347 0.9380
9 H -2.6086 1.2085 -1.1691
10 H 1.7754 0.4938 1.8098
11 H 2.9845 0.4847 -0.4171
12 H 1.7031 0.0075 -1.4060
13 H 2.1474 -1.0866 -0.2710

Forces on atoms 1 to 6 (eV/Å):
C 0.15 3.13 -1.76
C 0.93 4.34 -2.07
C 3.76 -1.77 0.25
C -0.34 5.30 -1.24
N 0.90 -0.31 0.39
N -4.26 1.57 0.11

Properties
Calculated total energy (eV): -8703.397
E_LUMO (eV): -5.5
Orbital gap (eV): 8.0
Energy relative to the best compared isomer or geometry (same formula, charge and spin) (kJ/mol): 492.7
Net charge: +1
SMILES string: C#[N+]/C=N\N=C/C

***

The following is a quantum chemistry calculation of the molecule C3H7NO2S, from the OMol25 dataset.

Cartesian coordinates (Å):
1 C 1.2887 0.0083 -1.6882
2 C 0.0770 0.4482 -1.4588
3 C -0.2822 1.2229 -0.3018
4 N 0.3020 -0.4627 1.8707
5 O -1.7539 -1.0188 0.6009
6 O 0.2545 -1.8326 2.3040
7 S -0.9003 -0.0059 1.1082
8 H 1.4403 -0.5673 -2.4911
9 H 2.0658 0.2059 -0.9894
10 H -0.6867 0.1633 -2.2270
11 H -1.0679 1.8397 -0.5231
12 H 0.5793 1.7249 0.2586
13 H 0.5261 -2.5210 1.6191
14 H -1.8426 0.7951 1.9179

Forces on atoms 1 to 6 (eV/Å):
C -0.27 1.36 2.43
C -0.83 -1.00 -1.64
C 2.00 -1.03 3.59
N 2.94 -0.77 0.33
O -1.38 -1.07 -1.34
O -0.14 -0.80 0.09

Properties
Calculated total energy (eV): -19638.682
E_LUMO (eV): 0.1
Orbital gap (eV): 9.3
Energy relative to the best compared isomer or geometry (same formula, charge and spin) (kJ/mol): 667.9
SMILES string: C=CC[S@@H](=O)=NO

***

The following is a quantum chemistry calculation of a structure of composition C2H2FOPd, from the OMol25 dataset.

Cartesian coordinates (Å):
1 F 1.4076 -1.2077 -0.8957
2 O -0.8147 -1.1301 -0.0153
3 C -0.3584 -0.0844 0.3234
4 C -0.1696 1.1946 0.5268
5 Pd 0.0482 -2.2037 -1.0667
6 H 0.6602 1.5180 1.1546
7 H -0.7732 1.9132 -0.0271

Forces on atoms 1 to 6 (eV/Å):
F 8.43 5.67 0.57
O -6.45 3.13 3.48
C 2.00 0.19 3.05
C -0.29 1.91 -0.61
Pd -3.51 -11.85 -6.52
H -0.23 0.24 -0.09

Properties
Calculated total energy (eV): -10342.030
E_LUMO (spin up / spin down) (eV): -0.3 / -2.6
Orbital gap (spin up / spin down) (eV): 5.8 / 6.5
Energy relative to the best compared isomer or geometry (same formula, charge and spin) (kJ/mol): 119.7
2S+1: 4

***

The following is a quantum chemistry calculation of a structure of composition C74H61CaF4N14OS, from the OMol25 dataset.

Cartesian coordinates (Å):
1 Ca 0.7519 0.8171 -0.1211
2 C -4.0882 3.6794 0.0057
3 C -3.1263 3.3273 1.1489
4 C -3.9415 3.0527 2.4192
5 C -2.0711 4.4139 1.3394
6 C -2.4611 5.7481 1.3000
7 C -1.5337 6.7694 1.4025
8 C -0.1891 6.4534 1.5144
9 C 0.2561 5.1361 1.5679
10 C 1.7532 4.8933 1.6743
11 C 2.1846 4.2534 2.9982
12 C 2.2613 4.0996 0.4722
13 C -0.7093 4.1163 1.5147
14 N -0.3668 2.7280 1.6077
15 C -0.5361 2.1528 2.7192
16 C -0.5098 0.6356 2.8495
17 N -0.2252 -0.1102 1.8714
18 C -0.6255 -1.4964 1.9291
19 C 0.3247 -2.5245 1.9304
20 C -0.1352 -3.8341 1.8447
21 C -1.4875 -4.1165 1.7506
22 C -2.4095 -3.0845 1.7520
23 C -2.0077 -1.7591 1.8450
24 C -3.0783 -0.6692 1.7868
25 C -4.1603 -0.8695 2.8534
26 C -3.7191 -0.5899 0.3978
27 C 1.8054 -2.2430 2.1089
28 C 2.1814 -2.3563 3.5928
29 C 2.7007 -3.1469 1.2642
30 C -0.9178 0.3196 4.2374
31 C -1.0897 -0.8420 4.9441
32 C -1.4426 -0.7520 6.3133
33 C -1.6236 0.4494 6.9485
34 C -1.4518 1.6671 6.2418
35 C -1.6024 2.9800 6.7541
36 C -1.3960 4.0684 5.9453
37 C -1.0367 3.9430 4.5812
38 C -0.8905 2.6853 4.0585
39 C -1.0967 1.5614 4.8957
40 H -4.6360 2.7862 -0.3080
41 H -3.5580 4.0911 -0.8550
42 H -4.8297 4.4139 0.3303
43 H -2.6102 2.4057 0.8787
44 H -4.4160 3.9731 2.7706
45 H -3.3299 2.6593 3.2309
46 H -4.7282 2.3236 2.2065
47 H -3.5103 5.9890 1.1743
48 H -1.8512 7.8040 1.3698
49 H 0.5478 7.2472 1.5668
50 H 2.2238 5.8782 1.6415
51 H 1.8341 3.2263 3.0871
52 H 1.8062 4.8229 3.8519
53 H 3.2740 4.2191 3.0603
54 H 1.7719 3.1295 0.4357
55 H 3.3330 3.9182 0.5327
56 H 2.0408 4.6253 -0.4617
57 H 0.5788 -4.6478 1.8278
58 H -1.8211 -5.1410 1.6400
59 H -3.4631 -3.3116 1.6376
60 H -2.6189 0.2996 1.9775
61 H -4.7498 -1.7645 2.6430
62 H -4.8421 -0.0144 2.8636
63 H -3.7307 -0.9728 3.8512
64 H -4.3285 -1.4689 0.1879
65 H -2.9555 -0.5539 -0.3817
66 H -4.3558 0.3011 0.3258
67 H 2.0051 -1.2174 1.7921
68 H 1.9690 -3.3667 3.9561
69 H 1.6187 -1.6495 4.2092
70 H 3.2439 -2.1509 3.7307
71 H 2.6565 -4.1869 1.5948
72 H 3.7349 -2.8080 1.3499
73 H 2.4252 -3.1086 0.2078
74 H -0.9648 -1.8136 4.4853
75 H -1.5779 -1.6710 6.8694
76 H -1.8981 0.4745 7.9967
77 H -1.8814 3.1192 7.7921
78 H -1.5146 5.0630 6.3562
79 H -0.8916 4.8340 3.9850
80 C 4.2075 -1.3849 -3.7062
81 N 3.5058 -0.1911 -3.2458
82 C 2.5992 -0.0945 -2.2779
83 N 2.0786 1.1242 -2.2524
84 C 2.7347 1.7417 -3.2744
85 N 3.5945 0.9833 -3.9120
86 C 3.5064 -2.0287 -4.8830
87 C 4.2180 -2.4772 -5.9864
88 C 3.5582 -3.0393 -7.0726
89 C 2.1743 -3.1371 -7.0815
90 C 1.4628 -2.6999 -5.9723
91 C 2.1278 -2.1638 -4.8791
92 C -0.0074 -2.6605 -5.8779
93 N -0.7903 -3.3993 -5.1779
94 N -2.0295 -2.7486 -5.1531
95 C -1.8828 -1.6744 -5.8385
96 O -0.6373 -1.5508 -6.3600
97 C -2.7843 -0.5119 -5.9203
98 C -3.3365 -0.0582 -7.1119
99 C -4.1066 1.0944 -7.1119
100 C -4.2876 1.8135 -5.9375
101 C -3.7238 1.3725 -4.7479
102 C -3.8740 2.1913 -3.4836
103 N -2.6013 2.4206 -2.8132
104 C -2.0459 1.7598 -1.7980
105 N -0.8354 2.2358 -1.5612
106 C -0.7017 3.2110 -2.5001
107 N -1.7466 3.3596 -3.2806
108 C -2.9920 0.1935 -4.7409
109 H 4.2619 -2.0737 -2.8647
110 H 5.2154 -1.0895 -3.9846
111 H 2.3806 -0.8951 -1.5870
112 H 2.5746 2.7730 -3.5492
113 H 5.2988 -2.3845 -6.0036
114 H 4.1282 -3.3907 -7.9238
115 H 1.6530 -3.5571 -7.9327
116 H 1.5413 -1.8262 -4.0324
117 H -3.1656 -0.6064 -8.0302
118 H -4.5538 1.4453 -8.0339
119 H -4.8526 2.7396 -5.9529
120 H -4.5385 1.7030 -2.7714
121 H -4.2801 3.1700 -3.7263
122 H -2.5342 0.9513 -1.2695
123 H 0.1839 3.8206 -2.5995
124 H -2.5446 -0.1855 -3.8263
125 F 1.9118 -2.9698 -1.6738
126 C 1.4566 -4.2560 -1.6343
127 C 2.4144 -5.2402 -1.7349
128 F 3.6899 -4.8204 -1.8548
129 C 2.1164 -6.6049 -1.6989
130 C 0.7423 -6.8315 -1.5442
131 C -0.2062 -5.8313 -1.4466
132 F -1.4873 -6.2160 -1.2956
133 C 0.0986 -4.4758 -1.4972
134 C -0.9068 -3.3892 -1.4091
135 C -0.5805 -2.0567 -1.3256
136 N -0.3215 -0.9080 -1.2625
137 C -2.3080 -3.6213 -1.3638
138 N -3.4596 -3.7320 -1.2982
139 F 0.2881 -8.0949 -1.5017
140 C 3.1052 -7.6550 -1.8036
141 C 4.4495 -7.4031 -2.1902
142 N 5.5458 -7.2335 -2.5287
143 C 2.8211 -9.0218 -1.5409
144 N 2.6499 -10.1475 -1.3227
145 S 3.5394 0.7892 0.4987
146 C 4.1349 1.1238 2.1183
147 C 3.2967 1.1993 3.2383
148 C 3.7939 1.4881 4.5036
149 C 5.1498 1.7121 4.6924
150 C 5.9996 1.6419 3.5926
151 C 5.5035 1.3548 2.3292
152 H 2.2347 1.0248 3.1060
153 H 3.1135 1.5392 5.3478
154 H 5.5387 1.9363 5.6778
155 H 7.0630 1.8090 3.7222
156 H 6.1689 1.3023 1.4764

Forces on atoms 1 to 6 (eV/Å):
Ca 0.30 0.82 -0.49
C 0.04 0.00 0.03
C -0.03 0.14 0.04
C 0.04 -0.02 -0.06
C -0.06 -0.16 -0.06
C -0.02 0.05 0.01

Properties
Calculated total energy (eV): -140786.348
E_LUMO (eV): 0.1
Orbital gap (eV): 3.6
Energy relative to the best compared isomer or geometry (same formula, charge and spin) (kJ/mol): 57.2
Net charge: -1